Entry 1:
Molecular formula: C40H80HfN10O16S
Method: DFT, ωB97M-V/def2-TZVPD

Output
calculated total energy	-3769.370176	Ha
charge	+2
highest occupied orbital energy	-11.7851	eV
2S+1	1

Each line ends with the Mulliken charge.
Cartesian coordinates (Å):
H: 10.8045 -19.3387 -1.3372  0.358
C: 8.5177 -19.8122 -3.3697  -0.012
H: 2.2645 -30.6270 -4.7330  0.293
H: 1.2016 -27.7382 0.7251  0.369
H: 2.5916 -26.2297 -2.7603  -1.216
C: 1.7863 -27.8858 -7.2105  -1.096
N: 8.7120 -24.0436 -2.0857  -0.016
H: 9.6561 -26.0600 -3.8983  -0.170
H: 6.8854 -21.1711 -8.6979  -0.347
H: 0.2048 -21.3827 -4.2561  0.253
N: 3.8682 -22.0634 -1.9145  0.660
C: 0.8507 -26.2037 -1.4772  -0.251
C: 6.4137 -23.4596 -5.3571  0.126
H: 4.7051 -18.5258 -7.7409  0.374
O: 9.2403 -27.1899 -1.2749  -0.713
N: 4.7037 -29.2745 -5.9630  0.488
H: 8.2107 -25.1201 -11.3792  0.355
H: 4.9220 -22.1527 -4.5902  -0.150
H: 1.2655 -25.7792 -4.3638  -0.558
S: 3.1214 -27.6702 -0.8466  1.063
H: 6.2754 -20.6421 -6.4991  -0.230
C: -0.5260 -24.5014 -4.3404  0.710
H: 6.7431 -26.2527 -2.8038  -0.287
C: 10.8758 -27.4079 -7.1923  -1.078
C: 3.7285 -20.7514 -1.9459  0.864
H: 2.6218 -26.9687 1.4563  0.505
H: 7.5334 -23.1490 -0.6513  0.549
C: 3.1343 -26.4137 -8.5808  0.300
C: 3.2224 -30.3338 -4.3015  -0.764
H: 5.1349 -23.6388 -1.3496  -0.060
H: 5.8698 -28.2030 -7.4955  0.231
N: 0.2758 -23.4933 -3.9693  0.176
H: -0.2020 -22.0281 -2.5635  0.326
H: 3.9684 -24.8309 -9.7066  0.473
H: 7.2230 -17.1675 -7.8565  0.437
H: 1.7352 -27.6401 -2.9201  0.480
C: 2.0357 -27.0582 0.5451  -0.975
H: 5.1030 -22.4031 -0.1102  0.396
C: 6.7828 -24.9210 -5.6346  -0.307
C: 2.0061 -26.9190 -2.1475  0.679
C: 5.5132 -29.1796 -7.1697  -1.001
H: 1.2590 -23.6126 -3.7762  -0.035
N: 8.4592 -23.7684 -9.8459  -0.058
O: 4.1423 -20.0140 -1.0461  -0.732
H: 6.9105 -23.1245 -2.3449  -0.024
H: -0.0016 -26.8748 -1.3780  0.380
H: 10.7765 -17.8022 -2.0331  0.373
O: 3.7026 -26.5653 -4.6932  0.045
C: 5.9203 -25.9401 -5.2799  -1.221
H: 13.2010 -24.4118 -7.2683  0.374
N: 6.2712 -19.6569 -6.7604  0.504
O: 3.1118 -29.1101 -0.7584  -0.713
H: 9.9976 -28.0481 -7.2340  0.327
O: 8.4225 -20.0635 -6.7900  -0.749
H: 6.4845 -20.7000 -3.6106  -0.555
H: 5.2450 -17.8858 -6.1729  0.396
C: 8.1023 -22.8935 -8.9290  0.480
C: 4.5162 -22.8542 -0.9062  -0.591
H: 7.7529 -17.1076 -6.2272  0.334
C: 4.5672 -25.7051 -4.8496  0.560
C: 10.2761 -25.3306 -3.3774  -0.877
H: 0.1780 -25.9447 -5.7072  0.291
H: 3.0427 -26.4020 -6.5135  -0.219
H: 0.5962 -25.4003 0.5226  0.594
O: 8.8974 -22.6198 -8.0005  -0.776
H: 3.2314 -29.3506 -3.8270  -0.114
O: -1.7411 -24.4486 -4.4347  -0.711
C: 4.2542 -30.4233 -5.4284  0.797
H: 9.5210 -26.0286 -6.3564  0.342
H: 2.8424 -20.8559 -3.9485  0.051
C: 10.5316 -18.8405 -2.2679  -0.954
H: -0.3319 -26.6319 -4.2246  0.398
C: 7.7511 -26.9697 1.2006  -1.020
C: 7.5000 -19.2123 -6.9339  0.486
C: 7.2943 -27.1766 -2.6284  -0.124
H: 6.4749 -29.6920 -7.0766  0.359
H: 6.7494 -24.5834 -10.6489  0.273
H: 4.3959 -28.4183 -5.5270  -0.392
C: 7.7149 -24.2250 -11.0156  -0.849
H: 4.3160 -19.2662 -6.1656  0.259
H: 11.1034 -27.3685 -8.2607  0.341
H: 8.2221 -22.0050 -1.7617  -0.009
O: 9.1559 -20.6082 -4.0970  -1.066
H: 6.2483 -26.9647 -5.3803  1.058
H: 0.5840 -25.2837 -1.9939  -0.049
H: 8.8317 -17.7787 -7.4463  0.399
H: 6.0203 -22.8050 -8.7374  0.045
C: 9.4048 -24.1313 -3.1955  0.687
H: 6.8654 -26.9457 1.8313  0.371
H: 6.6847 -19.6312 -2.3067  0.814
H: 6.2785 -26.9741 -0.2888  0.371
H: 3.3576 -31.0423 -3.4858  0.389
N: 9.1373 -18.9369 -2.5954  -0.065
C: 7.7803 -22.9987 -1.6994  -0.536
H: 9.3368 -24.2194 -9.6232  0.266
H: 3.7987 -23.4781 -0.3647  0.023
C: 3.1960 -20.1200 -3.2170  -0.711
H: 6.5964 -21.8712 -10.2019  0.551
H: 7.9487 -27.3262 -3.4824  0.370
O: 4.3584 -26.9212 -0.8393  -0.625
O: 7.2881 -22.5530 -5.5999  3.000
H: 11.7436 -27.7469 -6.6336  0.403
H: 2.1486 -25.0450 -0.0745  -0.419
O: 7.9466 -25.2399 -6.0620  -1.236
H: 8.2854 -27.8868 1.4505  0.337
C: 7.7915 -17.7328 -7.1199  -1.552
C: 1.3917 -25.8351 -0.0853  -0.188
N: 2.5877 -26.6977 -7.3674  0.173
C: 4.0609 -25.2260 -8.6972  -0.285
Hf: 9.7078 -21.8396 -5.9764  2.203
N: 10.4936 -26.0983 -6.6728  0.579
C: 5.1826 -23.1640 -4.8757  -0.084
O: 2.8525 -27.0643 -9.5751  -0.680
H: 11.2417 -19.0521 -3.0653  0.269
C: 11.2504 -25.0395 -6.5212  0.304
H: 6.6416 -28.0456 -2.5274  0.745
H: 5.0941 -25.5255 -8.5129  -0.090
C: 4.2393 -24.2049 -4.5249  -0.500
H: 2.0726 -28.7011 -7.8720  0.355
C: 6.7772 -22.1468 -9.1644  -0.370
H: 10.5417 -25.7052 -2.3902  0.592
C: 0.2095 -25.7763 -4.6282  0.016
H: 13.1715 -25.2369 -5.5940  0.309
N: 7.2806 -27.0489 -0.1661  0.208
H: 8.5289 -18.2303 -2.2060  0.304
H: 7.4758 -23.4708 -11.7610  0.325
H: 1.9438 -28.2746 -6.2016  0.154
O: 4.6371 -31.5264 -5.7934  -0.699
O: 10.7186 -23.9280 -6.2642  -1.009
C: 5.0961 -18.7920 -6.7620  -1.071
C: 12.7752 -25.1647 -6.6051  -1.559
H: 2.2353 -19.6432 -3.0121  0.501
H: 0.7198 -27.6627 -7.2563  0.426
H: 3.8666 -19.4327 -3.7270  0.056
H: 6.6091 -18.9935 -3.9995  0.536
O: 3.1578 -23.8986 -4.0446  -0.647
H: 11.2331 -25.1748 -3.8686  0.273
H: 13.1240 -26.0441 -7.1491  0.503
O: 9.4269 -23.1987 -4.0385  -0.132
H: 4.9210 -29.6847 -7.9325  0.369
C: -0.2649 -22.1506 -3.6436  -1.057
C: 6.9946 -19.7743 -3.3442  -0.473
H: 8.3899 -26.0991 1.3486  0.294
H: -1.3189 -22.1170 -3.9141  0.456
H: 3.7353 -24.4692 -7.9796  0.190
H: 8.8175 -24.8073 -1.4283  0.130
H: 3.3917 -22.6068 -2.6256  -0.405
C: 8.0117 -27.1137 -1.2902  -0.324

Entry 2:
Molecular formula: H4O3
Method: DFT, ωB97M-V/def2-TZVPD

Output
calculated total energy	-228.002022	Ha
charge	0
highest occupied orbital energy	-10.7777	eV
SMILES	OO.O
2S+1	1

Each line ends with the Mulliken charge.
Cartesian coordinates (Å):
H: 0.4479 -0.1486 -1.0997  0.378
O: 0.1086 0.2553 1.0324  -0.373
O: 0.7398 -0.6014 -1.9256  -0.659
H: 0.1083 -0.4410 1.6570  0.312
H: -0.9693 1.7150 0.8850  0.360
O: -1.2405 0.7385 1.0724  -0.317
H: 0.8051 -1.5178 -1.6215  0.300

Entry 3:
Molecular formula: C21H24N2O3
Method: DFT, ωB97M-V/def2-TZVPD

Output
calculated total energy	-1149.160227	Ha
charge	0
highest occupied orbital energy	-8.3303	eV
SMILES	O=C(OCC(=O)N1CCCC1)c1c2c(nc3ccccc13)CCCCC2
2S+1	1

Each line ends with the Mulliken charge.
Cartesian coordinates (Å):
H: -4.6941 -0.1963 -0.2920  0.344
C: 0.9906 2.6767 1.8010  -1.456
C: 1.6312 -1.2566 1.7527  0.086
O: 2.7377 -1.7035 1.2611  -0.648
C: -1.4135 0.3538 -1.2981  0.824
C: -2.5979 1.2602 -1.5740  -0.902
H: 2.4165 -2.6649 -1.2112  0.666
C: 0.9853 0.3105 -1.9443  0.272
H: 4.3820 -1.4148 -2.0638  0.225
C: 2.8548 1.0860 1.3024  -0.880
C: 2.2954 2.1775 0.7647  -0.555
H: -4.5138 0.5957 1.2877  0.926
C: -2.5927 -1.7719 -0.3030  -3.098
H: 3.4670 1.0478 2.0218  0.730
H: 0.4002 -2.3274 2.9702  0.205
C: -4.1859 0.4375 0.4675  -1.531
H: -0.4379 -1.4306 1.5957  0.077
C: 0.2186 -2.9979 -0.2173  0.284
H: -0.0741 0.8138 2.6236  0.652
C: -3.3003 1.4880 -0.2591  -0.493
H: -2.3850 1.9676 -2.3507  0.462
C: -1.3066 -0.8670 -0.8112  1.161
C: 1.0774 -0.9046 -1.4453  0.946
H: -2.3989 -2.5775 -0.0631  1.241
O: 0.4598 -2.9731 1.0811  -0.313
C: -3.1275 -0.9430 0.9833  -0.434
H: 2.0015 2.1899 -0.1159  0.234
O: 0.0155 -3.9950 -0.7752  -0.522
H: 0.4300 3.3117 1.3575  0.554
H: 3.3224 0.4749 0.5935  0.354
H: 4.0624 0.7021 -2.9853  0.953
C: -0.1968 -1.5228 -0.6596  0.057
H: 1.8346 1.8722 -2.8925  0.098
C: 2.3618 -1.6783 -1.3994  -1.548
C: 0.5228 1.0106 1.7682  -0.337
N: 1.5954 0.2372 1.4889  0.271
H: 2.9535 3.1078 1.1130  0.289
H: -3.3485 0.4795 -1.9248  0.274
N: -0.2954 1.0785 -2.1869  -0.734
C: 3.2686 0.4875 -2.5643  -1.551
H: -2.4838 1.8926 0.3081  0.378
C: 3.3059 -1.0122 -1.9175  -0.493
H: -3.9412 -1.6085 1.4004  0.332
H: -3.1108 -1.7990 -1.1556  0.940
C: 0.4706 -1.9194 1.8574  0.182
H: -4.0989 2.3408 -0.4055  0.258
H: -0.2461 0.9793 1.0604  -0.088
H: -2.5872 -0.4309 1.7605  0.372
C: 2.0254 0.7637 -2.4948  0.321
H: 1.2504 2.8516 2.6896  0.616

Entry 4:
Molecular formula: C16H15ClF2N2O3
Method: DFT, ωB97M-V/def2-TZVPD

Output
calculated total energy	-1613.873934	Ha
charge	0
highest occupied orbital energy	-8.1887	eV
SMILES	COc1ccc(OCCNC(=O)Nc2cc(F)c(F)cc2Cl)cc1
2S+1	1

Each line ends with the Mulliken charge.
Cartesian coordinates (Å):
C: 0.9621 1.8168 0.5894  -0.419
C: -4.2784 -0.2563 0.2886  -0.161
H: 0.5943 1.6005 -0.4229  0.397
C: -2.3257 1.1970 0.8035  0.567
H: 0.1593 2.3944 2.5034  0.291
N: -3.0476 0.0136 0.8522  -0.119
C: -6.7644 -0.9218 -0.8088  0.403
C: 4.3760 -1.5524 0.6678  -0.477
H: -0.7108 3.0843 1.1002  0.471
C: 6.7282 -1.2681 -2.0879  -0.824
H: 1.6768 2.6483 0.5426  0.455
H: -6.5174 -2.8249 0.1202  0.433
F: -7.9575 -1.2487 -1.3322  -0.304
H: 7.5770 -1.9342 -2.2342  0.228
C: 4.4061 0.0419 -1.1212  -0.353
H: 2.7901 -1.3327 2.0845  0.383
C: -4.8553 -1.5185 0.4946  0.323
C: -6.2089 0.3332 -1.0240  0.084
H: 2.8574 1.4969 -1.1153  0.363
O: 6.0846 -1.7222 -0.9230  -0.436
H: -0.8386 0.2525 1.8787  0.240
C: 4.9715 -1.0591 -0.4958  0.650
Cl: -4.0177 -2.6992 1.4500  -0.277
C: 3.2687 0.6437 -0.5994  -0.561
H: 6.0696 -1.3259 -2.9608  0.334
N: -1.1916 1.1400 1.5559  -0.202
H: -4.5641 1.6441 -0.6582  0.628
O: -2.6749 2.1864 0.2013  -0.668
C: -0.2113 2.1979 1.4943  -1.115
C: 2.6825 0.1531 0.5559  0.324
F: -6.8637 1.2396 -1.7633  -0.309
H: 7.0908 -0.2412 -1.9737  0.335
H: 4.8341 0.4530 -2.0217  0.361
O: 1.5633 0.6698 1.1534  -0.311
H: -2.6720 -0.7502 1.4012  0.234
C: -6.0823 -1.8524 -0.0446  -0.488
H: 4.8208 -2.4086 1.1489  0.402
C: 3.2506 -0.9564 1.1848  -0.532
C: -4.9815 0.6656 -0.4844  -0.348